P | Density functional theory data (wB97M-V/def2-TZVPD) for 2 unconnected molecules or ions with the total composition C7H16.

XYZ file:
```
23
Properties=species:S:1:pos:R:3:mulliken_charge:R:1
C 1.303 -0.337 1.500 -1.498
C 1.197 0.046 0.030 2.043
C 0.351 1.300 -0.079 -1.576
C 0.625 -1.122 -0.789 -1.147
C 2.568 0.233 -0.546 -1.754
H 1.855 0.438 2.055 0.392
H 0.169 -0.285 1.869 0.294
H 1.619 -1.401 1.775 0.330
H 0.293 1.632 -1.139 0.366
H -0.710 1.085 0.187 0.179
H 0.632 2.157 0.525 0.419
H 0.874 -0.932 -1.871 0.352
H -0.497 -1.212 -0.520 0.049
H 1.006 -2.128 -0.432 0.348
H 3.177 -0.682 -0.391 0.368
H 2.460 0.388 -1.667 0.339
H 3.295 0.992 -0.294 0.384
C -3.780 0.078 0.008 -0.570
C -2.556 -0.173 -0.156 -0.282
H -4.133 1.109 -0.093 0.257
H -4.321 -0.711 0.517 0.266
H -1.771 0.556 -0.564 0.322
H -2.193 -1.156 0.235 0.119
```

Computed properties:
Net charge: 0
LUMO in eV: 0.89
Frontier orbital gap in eV: 11.3
Structure (SMILES): CC(C)(C)C.C=C
Highest occupied orbital energy in eV: -10.46

Q | Density functional theory data (wB97M-V/def2-TZVPD) for 2 unconnected molecules or ions with the total composition C7H16.

XYZ file:
```
23
Properties=species:S:1:pos:R:3:mulliken_charge:R:1
C -0.095 -0.193 -0.816 -1.101
C 0.367 1.217 -1.515 1.862
C -0.866 1.867 -2.191 -1.791
C 1.406 0.836 -2.329 -1.324
C 0.740 2.150 -0.434 -1.572
H -1.264 -0.005 -0.566 0.276
H -0.033 -1.048 -1.672 0.300
H 0.624 -0.494 0.123 0.272
H -0.608 2.679 -2.832 0.440
H -1.468 1.043 -2.779 0.303
H -1.543 1.987 -1.473 0.557
H 2.070 1.495 -3.133 0.244
H 0.954 -0.132 -3.013 0.216
H 2.307 0.207 -1.949 0.302
H 1.681 1.879 0.083 0.374
H 0.821 3.326 -0.802 0.277
H 0.130 2.284 0.485 0.364
C -0.350 -2.914 3.734 -0.451
C -1.407 -3.386 4.490 -0.489
H -0.318 -2.952 2.676 0.230
H 0.379 -2.282 4.167 0.241
H -2.086 -4.071 4.095 0.266
H -1.442 -3.495 5.651 0.202
```

Computed properties:
Net charge: 0
LUMO in eV: 0.79
Frontier orbital gap in eV: 10.8
Structure (SMILES): CC(C)(C)C.C=C
Highest occupied orbital energy in eV: -10.02

Most stable one: P, least stable one: Q.

P | Density functional theory data (wB97M-V/def2-TZVPD) for a molecular structure, C4H5N3O3.

XYZ file:
```
15
Properties=species:S:1:pos:R:3:mulliken_charge:R:1
O 1.256 2.122 -0.611 -0.390
C 0.882 1.273 0.306 0.658
O 1.638 0.489 0.938 -0.404
C 0.601 -0.913 1.360 -0.562
C -0.619 -0.309 1.088 0.390
C -1.971 -0.608 0.773 -0.375
N -2.306 0.085 -0.318 -0.389
N -1.263 0.742 -0.788 -0.657
N -0.409 0.801 0.252 0.641
H 0.730 -1.466 2.291 0.321
H -2.692 -1.168 1.360 0.421
H 2.220 2.193 -0.659 0.362
H 1.017 -1.481 -1.423 0.327
O 0.853 -1.161 -2.326 -0.671
H 0.064 -0.598 -2.243 0.328
```

Computed properties:
Net charge: 0
LUMO in eV: -0.34
Frontier orbital gap in eV: 7.7
Highest occupied orbital energy in eV: -8.08

Q | Density functional theory data (wB97M-V/def2-TZVPD) for a single C4H5N3O3 molecule.

XYZ file:
```
15
Properties=species:S:1:pos:R:3:mulliken_charge:R:1
O 1.149 2.421 -0.258 -0.444
C 0.251 1.610 -0.142 0.498
O -0.047 1.037 1.000 -0.497
N -0.029 0.732 -1.210 0.666
N -0.481 1.216 -2.395 -0.525
N -0.532 0.224 -3.206 -0.385
C 0.066 -0.866 -2.650 -0.437
C 0.490 -0.538 -1.383 0.676
C 1.570 -1.090 -0.516 -0.947
O 1.064 -1.828 0.566 -0.509
H 0.447 0.205 1.092 0.396
H 0.276 -1.766 -3.219 0.402
H 2.281 -1.673 -1.122 0.384
H 2.089 -0.146 -0.072 0.390
H 1.749 -2.451 0.838 0.332
```

Computed properties:
Net charge: 0
LUMO in eV: -0.06
Frontier orbital gap in eV: 10.2
Structure (SMILES): O=C(O)n1nncc1CO
Highest occupied orbital energy in eV: -10.22

Most stable one: Q, least stable one: P.

P | Density functional theory data (wB97M-V/def2-TZVPD) for 2 unconnected molecules or ions with the total composition C3H12N2O2.

XYZ file:
```
19
Properties=species:S:1:pos:R:3:mulliken_charge:R:1
N -1.922 -1.054 -0.711 -0.445
C -0.982 -0.094 -0.104 0.179
C -1.432 1.336 -0.719 -0.513
O -0.331 1.809 -1.545 -0.457
C -1.072 -0.091 1.492 -0.782
N 0.189 0.327 2.287 -0.628
H -2.449 -0.637 -1.500 0.330
H -1.312 -1.716 -1.305 0.346
H -0.008 -0.384 -0.488 0.551
H -2.432 1.223 -1.211 0.397
H -1.549 1.983 0.162 0.290
H 0.553 1.582 -1.140 0.363
H -1.870 0.646 1.788 0.365
H -1.492 -1.126 1.679 0.378
H 0.026 -0.089 3.229 0.303
H 0.128 1.430 2.469 0.323
H 3.791 -1.426 -0.430 0.305
H 4.681 -2.852 -0.575 0.337
O 4.703 -1.866 -0.670 -0.642
```

Computed properties:
Net charge: +1
LUMO (alpha / beta) in eV: -3.34 / -9.29
Multiplicity: 2
Frontier orbital gap (alpha / beta) in eV: 10.4 / 4.4
Highest occupied orbital energy (alpha / beta) in eV: -13.71 / -13.71

Q | Density functional theory data (wB97M-V/def2-TZVPD) for 3 unconnected molecules or ions with the total composition C3H12N2O2.

XYZ file:
```
19
Properties=species:S:1:pos:R:3:mulliken_charge:R:1
C 1.462 1.624 2.388 -1.238
C 1.400 0.434 1.394 -0.633
N 0.649 -1.301 -0.669 -0.330
C 0.449 0.046 -0.839 0.190
N 0.938 0.873 0.050 -0.207
H 2.243 2.286 2.037 0.370
H 0.453 1.896 2.623 0.400
H 1.782 1.012 3.235 0.350
H 2.395 -0.008 1.250 0.435
H 0.610 -0.248 1.726 0.534
H 1.433 -1.378 -0.017 0.262
H 0.968 -1.881 -1.448 0.341
H -0.159 0.189 -1.733 0.401
H -4.623 -3.605 -2.960 0.327
H -4.380 -5.054 -2.751 0.329
O -4.234 -4.209 -2.299 -0.656
H -0.014 2.527 -0.363 0.378
H -0.599 3.870 -0.819 0.354
O -0.773 2.928 -0.807 -0.606
```

Computed properties:
Net charge: +1
LUMO (alpha / beta) in eV: -4.43 / -8.47
Multiplicity: 2
Frontier orbital gap (alpha / beta) in eV: 9.2 / 5.1
Highest occupied orbital energy (alpha / beta) in eV: -13.60 / -13.60

Most stable one: Q, least stable one: P.

P | Density functional theory data (wB97M-V/def2-TZVPD) for 2 unconnected molecules or ions with the total composition ClHNP.

XYZ file:
```
4
Properties=species:S:1:pos:R:3:mulliken_charge:R:1
N -0.435 1.367 -0.253 -0.204
P 0.717 1.886 -0.941 0.227
Cl -0.642 -1.634 0.153 -0.272
H 0.360 -1.618 1.042 0.249
```

Computed properties:
Net charge: 0
LUMO in eV: 0.00
Frontier orbital gap in eV: 10.8
Structure (SMILES): N#P.Cl
Highest occupied orbital energy in eV: -10.83

Q | Density functional theory data (wB97M-V/def2-TZVPD) for 2 unconnected molecules or ions with the total composition ClHNP.

XYZ file:
```
4
Properties=species:S:1:pos:R:3:mulliken_charge:R:1
N 3.254 1.706 1.698 -0.264
P 3.152 0.471 0.908 0.254
Cl 0.160 0.575 0.698 -0.242
H -0.501 1.474 0.111 0.252
```

Computed properties:
Net charge: 0
LUMO in eV: 0.00
Frontier orbital gap in eV: 11.0
Structure (SMILES): N#P.Cl
Highest occupied orbital energy in eV: -10.95

Most stable one: Q, least stable one: P.